Record 1
Below is a cluster of 12 separate species, C70H60F10N2 in total, with properties calculated with wB97M-V/def2-TZVPD.

Geometry (Å):
1 N -6.334 1.020 -1.035
2 C -7.476 0.287 -1.165
3 C -7.908 -0.678 -0.278
4 C -7.179 -0.844 0.861
5 C -6.022 -0.077 1.097
6 C -5.596 0.849 0.111
7 H -8.152 0.422 -1.996
8 H -8.899 -1.061 -0.476
9 H -7.597 -1.484 1.624
10 H -5.344 -0.375 1.883
11 H -4.682 1.394 0.293
12 N 7.111 2.275 3.022
13 C 7.595 1.041 3.395
14 C 6.702 -0.076 3.373
15 C 5.402 0.087 2.908
16 C 4.979 1.302 2.392
17 C 5.852 2.391 2.654
18 H 8.659 0.915 3.535
19 H 7.023 -1.065 3.666
20 H 4.826 -0.826 2.869
21 H 3.975 1.510 2.050
22 H 5.417 3.359 2.453
23 F -1.948 1.827 -3.779
24 C -2.873 2.849 -3.728
25 C -3.499 3.169 -2.487
26 C -4.524 4.144 -2.509
27 C -4.943 4.720 -3.679
28 C -4.196 4.532 -4.856
29 C -3.275 3.449 -4.918
30 H -3.139 2.748 -1.560
31 H -5.153 4.324 -1.649
32 H -5.821 5.345 -3.617
33 H -4.571 5.065 -5.717
34 H -2.802 3.099 -5.824
35 F 3.991 -3.068 -4.891
36 C 3.080 -2.102 -4.674
37 C 2.811 -1.963 -3.348
38 C 1.849 -1.070 -2.954
39 C 1.160 -0.277 -3.848
40 C 1.493 -0.423 -5.239
41 C 2.462 -1.298 -5.653
42 H 3.347 -2.637 -2.696
43 H 1.527 -1.094 -1.923
44 H 0.522 0.461 -3.386
45 H 1.131 0.337 -5.915
46 H 2.691 -1.327 -6.708
47 F 3.922 5.675 1.773
48 C 3.037 5.224 2.716
49 C 2.843 5.904 3.898
50 C 1.823 5.448 4.734
51 C 1.188 4.230 4.473
52 C 1.478 3.510 3.336
53 C 2.394 4.041 2.407
54 H 3.303 6.881 3.912
55 H 1.540 5.955 5.645
56 H 0.446 3.757 5.099
57 H 0.775 2.707 3.170
58 H 2.542 3.497 1.485
59 F -3.638 0.839 3.572
60 C -2.462 0.754 4.275
61 C -2.323 1.716 5.260
62 C -1.181 1.636 6.080
63 C -0.327 0.523 5.958
64 C -0.476 -0.397 4.933
65 C -1.530 -0.244 4.052
66 H -3.164 2.380 5.396
67 H -1.096 2.366 6.871
68 H 0.429 0.371 6.714
69 H 0.184 -1.249 4.867
70 H -1.580 -0.889 3.187
71 F -1.000 -3.947 3.942
72 C -2.383 -3.939 4.026
73 C -3.146 -3.903 2.857
74 C -4.531 -3.983 2.969
75 C -5.157 -4.100 4.237
76 C -4.351 -4.061 5.375
77 C -2.984 -4.027 5.263
78 H -2.683 -3.855 1.882
79 H -5.036 -3.893 2.018
80 H -6.201 -3.892 4.415
81 H -4.801 -3.999 6.355
82 H -2.345 -4.166 6.123
83 F -4.007 -4.365 -0.175
84 C -3.440 -3.723 -1.244
85 C -3.805 -2.428 -1.629
86 C -3.123 -1.837 -2.694
87 C -2.063 -2.562 -3.326
88 C -1.683 -3.827 -2.890
89 C -2.407 -4.418 -1.866
90 H -4.655 -1.956 -1.159
91 H -3.453 -0.930 -3.177
92 H -1.603 -2.141 -4.208
93 H -0.807 -4.324 -3.281
94 H -2.233 -5.457 -1.631
95 F 3.931 1.284 -1.464
96 C 4.646 0.154 -1.412
97 C 5.435 -0.259 -2.479
98 C 6.110 -1.464 -2.351
99 C 6.007 -2.166 -1.213
100 C 5.169 -1.798 -0.119
101 C 4.434 -0.627 -0.263
102 H 5.395 0.387 -3.343
103 H 6.706 -1.799 -3.188
104 H 6.489 -3.132 -1.185
105 H 5.208 -2.354 0.806
106 H 3.864 -0.236 0.567
107 F 3.082 6.371 -6.315
108 C 2.531 5.404 -5.556
109 C 1.454 5.782 -4.700
110 C 0.931 4.791 -3.853
111 C 1.530 3.523 -3.806
112 C 2.642 3.187 -4.623
113 C 3.110 4.091 -5.533
114 H 1.169 6.824 -4.681
115 H 0.073 5.049 -3.250
116 H 0.981 2.740 -3.303
117 H 3.074 2.197 -4.644
118 H 3.900 3.940 -6.254
119 F 0.436 -6.035 -2.016
120 C 0.840 -5.617 -0.741
121 C 1.843 -4.665 -0.619
122 C 2.167 -4.134 0.603
123 C 1.520 -4.546 1.756
124 C 0.523 -5.562 1.630
125 C 0.116 -6.055 0.373
126 H 2.426 -4.421 -1.495
127 H 2.947 -3.388 0.613
128 H 1.776 -4.215 2.751
129 H 0.007 -6.038 2.451
130 H -0.764 -6.639 0.148
131 F -0.179 2.359 -0.715
132 C -0.256 1.135 -0.244
133 C 0.863 0.666 0.407
134 C 0.776 -0.619 0.963
135 C -0.326 -1.408 0.710
136 C -1.460 -0.813 0.107
137 C -1.428 0.464 -0.399
138 H 1.694 1.332 0.229
139 H 1.635 -1.025 1.476
140 H -0.305 -2.364 1.212
141 H -2.368 -1.398 0.111
142 H -2.253 1.019 -0.820

- charge = +1
- highest occupied orbital energy (alpha / beta) (eV) = -10.710 / -10.710
- orbital gap (alpha / beta) (eV) = 6.577 / 2.595
- 2S+1 = 2
- expectation value of S² = 0.77
- total energy (eV) = -103706.0806

Here are the Mulliken charges for atoms 1 to 2, given in e:
1. N -0.34
2. C -0.34

Record 2
Below is a cluster of 8 separate species, C70H86INO2S in total, with properties calculated with wB97M-V/def2-TZVPD.

Geometry (Å):
1 C -1.300 -5.954 4.409
2 C -2.126 -5.325 3.099
3 C -1.786 -3.705 2.913
4 C -2.384 -3.099 1.475
5 C -1.280 -3.601 0.324
6 C -0.227 -2.428 -0.121
7 C 1.352 -2.754 0.170
8 C 1.795 -4.316 -0.230
9 C 2.118 -5.058 1.194
10 C 2.706 -6.578 1.086
11 C 3.763 -6.859 -0.123
12 C 5.364 -6.719 0.315
13 C 5.762 -7.477 1.691
14 C 6.207 -6.562 2.963
15 C 5.869 -4.986 2.914
16 C 6.835 -3.964 2.142
17 C 6.339 -2.376 1.954
18 C 4.892 -1.805 2.510
19 C 5.264 -0.724 3.718
20 C 4.430 -0.974 5.108
21 I 5.478 -2.491 6.318
22 C 7.333 -1.286 1.164
23 S 6.832 0.526 0.852
24 C 8.842 -1.701 0.583
25 C 9.286 -3.257 0.783
26 C 8.289 -4.321 1.518
27 C 9.117 -5.693 1.441
28 O 8.896 -6.982 1.247
29 N 10.571 -5.186 1.544
30 C 11.017 -4.694 2.902
31 C 10.257 -5.530 4.089
32 C 10.615 -4.129 0.418
33 O 11.525 -4.057 -0.557
34 H -0.130 -5.947 4.213
35 H -1.581 -5.392 5.408
36 H -1.605 -7.101 4.437
37 H -1.725 -5.958 2.170
38 H -3.285 -5.547 3.152
39 H -2.173 -3.067 3.816
40 H -0.604 -3.585 2.842
41 H -2.483 -1.926 1.484
42 H -3.415 -3.636 1.274
43 H -0.795 -4.571 0.765
44 H -1.930 -3.854 -0.645
45 H -0.310 -2.079 -1.235
46 H -0.495 -1.470 0.539
47 H 1.640 -2.518 1.303
48 H 2.038 -2.043 -0.476
49 H 0.996 -4.845 -0.902
50 H 2.840 -4.211 -0.797
51 H 1.073 -5.144 1.765
52 H 2.760 -4.312 1.835
53 H 1.767 -7.288 0.887
54 H 3.085 -6.875 2.166
55 H 3.587 -6.258 -1.110
56 H 3.637 -8.009 -0.420
57 H 5.653 -5.593 0.219
58 H 5.953 -7.274 -0.564
59 H 4.836 -8.162 2.007
60 H 6.630 -8.258 1.442
61 H 5.587 -7.001 3.888
62 H 7.340 -6.711 3.311
63 H 4.771 -4.870 2.458
64 H 5.755 -4.608 4.041
65 H 4.248 -2.692 2.927
66 H 4.304 -1.294 1.611
67 H 6.436 -0.813 3.923
68 H 5.117 0.368 3.273
69 H 4.519 0.040 5.732
70 H 3.287 -1.206 4.941
71 H 7.399 0.895 -0.410
72 H 9.577 -0.960 0.057
73 H 10.823 -3.541 3.092
74 H 12.189 -4.838 3.078
75 H 10.259 -6.671 3.833
76 H 9.140 -5.168 4.192
77 H 10.752 -5.379 5.145
78 C -0.013 2.181 1.528
79 C -1.291 1.623 1.576
80 C -2.351 2.249 0.923
81 C -2.136 3.437 0.224
82 C -0.861 4.000 0.183
83 C 0.201 3.372 0.833
84 H 0.814 1.689 2.031
85 H -1.459 0.699 2.123
86 H -3.346 1.812 0.958
87 H -2.961 3.924 -0.288
88 H -0.694 4.929 -0.357
89 H 1.195 3.810 0.800
90 C -0.244 9.773 -0.860
91 C 0.016 8.732 -1.751
92 C -0.805 7.605 -1.766
93 C -1.884 7.516 -0.887
94 C -2.139 8.553 0.010
95 C -1.321 9.682 0.023
96 H 0.392 10.654 -0.852
97 H 0.859 8.800 -2.434
98 H -0.603 6.795 -2.463
99 H -2.525 6.639 -0.901
100 H -2.977 8.481 0.699
101 H -1.521 10.491 0.721
102 C -3.802 6.875 -6.581
103 C -3.545 8.246 -6.565
104 C -3.193 8.877 -5.373
105 C -3.102 8.138 -4.193
106 C -3.367 6.769 -4.207
107 C -3.715 6.137 -5.400
108 H -4.069 6.383 -7.512
109 H -3.619 8.823 -7.484
110 H -2.990 9.945 -5.362
111 H -2.825 8.629 -3.264
112 H -3.302 6.194 -3.287
113 H -3.920 5.070 -5.411
114 C -3.338 -10.093 2.422
115 C -4.615 -10.651 2.470
116 C -5.676 -10.024 1.817
117 C -5.460 -8.836 1.118
118 C -4.185 -8.273 1.077
119 C -3.123 -8.902 1.728
120 H -2.510 -10.584 2.926
121 H -4.784 -11.575 3.017
122 H -6.670 -10.461 1.852
123 H -6.286 -8.349 0.606
124 H -4.018 -7.344 0.538
125 H -2.129 -8.464 1.694
126 C -5.368 5.022 1.286
127 C -6.303 5.452 2.228
128 C -6.969 6.663 2.048
129 C -6.698 7.448 0.926
130 C -5.757 7.023 -0.011
131 C -5.093 5.809 0.168
132 H -4.854 4.075 1.423
133 H -6.512 4.841 3.103
134 H -7.700 6.996 2.780
135 H -7.219 8.391 0.784
136 H -5.542 7.637 -0.882
137 H -4.362 5.477 -0.564
138 C -2.585 1.111 -7.960
139 C -2.329 2.482 -7.945
140 C -1.977 3.113 -6.752
141 C -1.885 2.374 -5.573
142 C -2.151 1.005 -5.586
143 C -2.499 0.373 -6.780
144 H -2.853 0.618 -8.891
145 H -2.402 3.059 -8.863
146 H -1.774 4.181 -6.741
147 H -1.608 2.865 -4.644
148 H -2.085 0.429 -4.666
149 H -2.703 -0.695 -6.790
150 C -7.956 8.141 -3.426
151 C -9.279 8.463 -3.120
152 C -9.656 9.797 -2.972
153 C -8.709 10.811 -3.126
154 C -7.385 10.488 -3.423
155 C -7.009 9.154 -3.574
156 H -7.664 7.102 -3.547
157 H -10.016 7.673 -2.998
158 H -10.687 10.048 -2.738
159 H -9.004 11.851 -3.014
160 H -6.646 11.278 -3.536
161 H -5.977 8.903 -3.807

- SMILES string = CCCCCCCCCCCCCCCc1c(CCCI)c(S)cc2c1C(=O)N(CC)C2=O.c1ccccc1.c1ccccc1.c1ccccc1.c1ccccc1.c1ccccc1.c1ccccc1.c1ccccc1
- highest occupied orbital energy (eV) = -8.693
- orbital gap (eV) = 7.626
- total energy (eV) = -98487.0974

Here are the Mulliken charges for atoms 1 to 2, given in e:
1. C -0.92
2. C 0.04